No. 1
Entry from the OMol25 dataset: a structure of composition C33H33NO4PPdTe at a distorted geometry (the ωB97M-V functional and the def2-TZVPD basis).

CARTESIAN COORDINATES (ANGSTROEM)
Pd  0.33710  -0.27960  0.86265
C  0.74157  7.03893  0.16671
C  0.31532  5.59778  0.33656
C  -0.68387  5.22735  1.21772
C  -1.08209  3.90524  1.39304
C  -2.16225  3.68856  2.37909
O  -2.96800  4.57423  2.63110
C  -2.30829  2.40510  3.15025
C  -1.21899  1.65565  3.57224
C  -1.40863  0.55330  4.39391
C  -2.68722  0.17148  4.77401
C  -3.78237  0.91419  4.34771
C  -3.58757  2.03409  3.55567
C  -0.52752  2.84854  0.57540
O  -0.99774  1.67842  0.60664
C  0.55039  3.24406  -0.32368
C  0.92088  4.58487  -0.39893
C  1.23161  2.26740  -1.19791
N  1.05953  1.00159  -1.09675
C  1.62155  0.08549  -2.09323
C  2.63561  -0.86611  -1.47374
Te  3.39606  -2.26781  -2.90372
C  4.49236  -0.84894  -4.04702
C  5.82190  -0.57271  -3.73557
C  6.55980  0.30633  -4.51950
C  5.97388  0.92034  -5.61838
C  4.64504  0.66073  -5.92487
C  3.90795  -0.22308  -5.14570
C  2.13784  2.84882  -2.25370
C  1.60020  3.44977  -3.38859
C  2.42899  3.99274  -4.36022
C  3.80845  3.94768  -4.20407
C  4.35078  3.34481  -3.07721
C  3.51951  2.79532  -2.11134
H  0.16792  7.68939  0.82766
H  0.58290  7.37874  -0.86046
H  1.80191  7.17634  0.39529
H  -1.18956  5.97794  1.81829
H  -0.21979  1.93708  3.26627
H  -0.55026  -0.01020  4.73561
H  -2.82741  -0.70458  5.39700
H  -4.78371  0.62826  4.64785
H  -4.42330  2.64840  3.24580
H  1.72857  4.86644  -1.06520
H  2.07831  0.59889  -2.93983
H  0.78620  -0.50908  -2.46537
H  2.15161  -1.46875  -0.70803
H  3.47664  -0.33847  -1.02649
H  6.28369  -1.05526  -2.88255
H  7.59682  0.50574  -4.27299
H  6.54823  1.60670  -6.22961
H  4.17806  1.14573  -6.77446
H  2.87231  -0.42579  -5.39033
H  0.52220  3.48997  -3.49999
H  1.99698  4.46029  -5.23741
H  4.45707  4.37871  -4.95784
H  5.42559  3.29319  -2.95374
H  3.94426  2.32257  -1.23159
C  -2.73341  -0.87343  0.98839
P  -1.86763  -2.10549  -0.01161
C  -1.25940  -3.35082  1.16210
C  -3.24773  -2.96658  -0.83452
O  -0.88682  -1.65923  -1.04364
H  -3.48924  -1.37656  1.59566
H  -3.19472  -0.13447  0.33368
H  -2.03513  -0.34636  1.63647
H  -2.09120  -3.95565  1.53268
H  -0.76524  -2.84893  1.98744
H  -0.53939  -3.98543  0.64603
H  -3.98422  -3.32886  -0.11498
H  -2.85683  -3.80275  -1.41746
H  -3.72261  -2.26008  -1.51844
O  2.36781  -1.50341  2.70124
C  1.50520  -1.06320  2.08159

Output
Net charge = -1
HOMO level = -4.1 eV
Total energy = -2370.39634 Eh
LUMO energy = 2.261 eV

No. 2
Entry from the OMol25 dataset: a structure of composition C33H34AgCl4NO6P2S at a distorted geometry (the ωB97M-V functional and the def2-TZVPD basis).

CARTESIAN COORDINATES (ANGSTROEM)
Ag  -0.41977  -0.48635  1.28874
Cl  2.59493  -2.19585  7.75244
C  2.13933  -2.29555  6.08254
C  2.70273  -3.25285  5.27104
Cl  3.84763  -4.38045  5.92364
C  2.33403  -3.30045  3.92024
Cl  3.10303  -4.50295  2.92494
C  1.39093  -2.45315  3.34934
O  1.00883  -2.48785  2.11644
C  0.76983  -1.44385  4.21484
O  -0.10437  -0.65135  3.74594
C  1.20723  -1.40865  5.54714
Cl  0.54713  -0.17375  6.57874
C  -0.57837  2.85675  4.49934
O  -0.90167  3.05085  3.14014
P  -0.38067  1.95225  2.01854
O  -1.25507  2.59395  0.86444
C  -3.04967  0.85105  1.25244
O  1.09783  2.54595  1.63894
C  1.24333  3.85535  1.13404
H  -1.43087  3.19715  5.09554
H  0.30583  3.44705  4.76334
H  -0.38607  1.80395  4.71074
H  -4.11237  0.70145  1.09644
H  -2.90047  1.37185  2.18984
H  -2.54877  -0.12225  1.29234
H  2.30473  3.99635  0.91724
H  0.91693  4.59995  1.86654
H  0.65223  3.97225  0.22364
C  1.50373  -3.80855  -0.34006
P  1.19893  -2.00385  -0.10896
C  2.94563  -1.45695  -0.12956
C  3.47353  -0.78495  0.96454
C  4.79663  -0.37825  0.96914
C  5.60503  -0.63625  -0.12536
C  5.08273  -1.29285  -1.22786
C  3.76143  -1.69835  -1.23186
C  0.74243  -1.52445  -1.82386
C  -0.07907  -2.22565  -2.61116
C  -0.81657  -1.59485  -3.73466
C  -1.26287  0.53285  -4.06486
C  -0.31547  1.34935  -3.18266
C  -0.23067  0.90105  -1.70776
H  0.54853  -4.32485  -0.33416
H  2.08143  -4.15055  0.51364
H  2.03393  -3.99875  -1.27326
H  2.83673  -0.57695  1.81254
H  5.20133  0.14545  1.82534
H  6.64593  -0.33635  -0.11856
H  5.71483  -1.49245  -2.08416
H  3.35423  -2.18535  -2.10686
H  -0.28187  -3.27035  -2.42466
H  -1.14177  -2.35285  -4.45856
H  -1.81437  1.07005  -4.83786
H  -0.30287  2.42195  -3.35286
H  0.17183  1.71885  -1.10836
O  -1.81867  2.90195  -1.30796
S  -2.28977  1.88715  -0.32056
C  -4.04707  2.76265  -0.32596
C  -4.93977  2.17215  -1.40336
C  -4.15077  1.29515  -2.38216
C  -3.82897  -0.07725  -1.76986
H  -3.75637  3.77715  -0.56666
H  -4.47527  2.72395  0.66984
H  -5.43157  2.97725  -1.96066
H  -5.72327  1.56225  -0.94636
H  -3.22757  1.81605  -2.63306
H  -4.73587  1.17275  -3.30026
H  -4.08997  -0.07925  -0.71646
H  -4.45677  -0.83805  -2.25146
N  0.67633  -0.82025  -6.85076
C  0.33873  -0.64195  -5.76476
C  -0.08877  -0.41595  -4.44006
C  -1.98297  -0.61895  -3.36286
C  -2.35427  -0.49255  -1.87406
C  -1.42007  0.34775  -0.96876
C  0.94033  -0.07375  -2.08386
C  0.84983  0.41325  -3.53756
H  -2.88727  -0.90915  -3.90786
H  -2.29617  -1.52385  -1.49376
H  1.86993  0.24885  -1.60556
H  1.77463  0.74595  -4.01186

Output
Net charge = -2
HOMO level = -1.0 eV
Total energy = -4852.56080 Eh
LUMO energy = 4.107 eV

No. 3
Entry from the OMol25 dataset: a structure of composition C33H34AsN5O2PdS4 (the ωB97M-V functional and the def2-TZVPD basis).

CARTESIAN COORDINATES (ANGSTROEM)
Pd  -0.64318  -0.05512  0.02816
N  -1.69802  1.74351  1.86113
C  -1.96251  2.82532  0.91664
C  -1.06499  2.86917  -0.31166
O  -0.90928  3.92094  -0.89957
O  -0.44718  1.78336  -0.71203
H  -2.56076  1.39325  2.25690
H  -1.09614  2.02401  2.62611
H  -1.91243  3.82200  1.35721
H  -2.97038  2.70062  0.51866
C  3.82613  1.71558  1.11514
C  2.47493  2.22159  0.62819
N  2.33901  2.19391  -0.82510
C  1.84052  1.16784  -1.50845
S  1.63743  -0.40426  -0.79994
N  1.48518  1.34311  -2.77365
C  1.26015  2.63351  -3.42224
C  2.50013  3.16167  -4.13686
H  3.86756  1.75239  2.20421
H  4.63652  2.32730  0.71499
H  3.97206  0.68295  0.79913
H  2.32370  3.25752  0.93008
H  1.67157  1.62459  1.06106
H  2.30725  3.08987  -1.28442
H  1.13815  0.51564  -3.23572
H  0.87713  3.33380  -2.67802
H  0.45521  2.49698  -4.14423
H  3.34017  3.29685  -3.45152
H  2.27979  4.12389  -4.60063
H  2.81309  2.46732  -4.91698
C  2.63893  -4.27973  5.47803
C  1.67357  -4.61778  4.53863
C  1.09886  -3.63605  3.74240
C  1.49126  -2.30902  3.87851
C  2.46930  -1.97706  4.81064
C  3.03625  -2.95595  5.61480
As  0.72842  -0.82964  2.83893
C  -0.43112  -1.86418  1.64043
C  -0.08560  -2.56993  0.48210
C  -1.03199  -3.37867  -0.15512
C  -2.30854  -3.48348  0.35818
C  -2.67070  -2.78305  1.50834
C  -1.75376  -1.97107  2.14676
C  -2.00189  -1.20269  3.38290
C  -3.23421  -1.05567  4.00991
C  -3.33595  -0.29421  5.16661
C  -2.21192  0.32186  5.70197
C  -0.97905  0.18593  5.07375
C  -0.87436  -0.57479  3.92240
H  3.08259  -5.04769  6.09818
H  1.36348  -5.64915  4.42570
H  0.33915  -3.90892  3.01933
H  2.79394  -0.94632  4.90422
H  3.79321  -2.68789  6.34075
H  0.93362  -2.56317  0.12319
H  -0.75278  -3.92280  -1.04745
H  -3.04175  -4.10427  -0.13979
H  -3.67824  -2.87139  1.89450
H  -4.11892  -1.52338  3.59422
H  -4.29716  -0.17883  5.65031
H  -2.29821  0.91218  6.60505
H  -0.10281  0.67324  5.48576
S  -2.62637  3.26957  -5.04037
C  -2.57521  1.99161  -3.99551
S  -3.43923  2.03446  -2.48111
C  -2.76471  0.48134  -2.02345
N  -2.02412  -0.02882  -2.94108
N  -1.91398  0.79593  -4.04136
C  -1.02690  0.30415  -5.04810
C  -0.22846  -0.80030  -4.72913
C  0.67871  -1.29570  -5.65128
C  0.80151  -0.71440  -6.90604
C  -0.00811  0.36172  -7.22735
C  -0.92014  0.87509  -6.31334
S  -2.96240  -0.22715  -0.45872
H  -0.32788  -1.26492  -3.75781
H  1.29238  -2.14612  -5.38209
H  1.51162  -1.10282  -7.62470
H  0.06028  0.81966  -8.20605
H  -1.54141  1.71118  -6.58326

Output
ΔE to the lowest compared entry with this formula, charge and spin = 125.5 kJ/mol
HOMO level = -7.6 eV
Total energy = -5658.62608 Eh
LUMO energy = -1.051 eV